ORCA calculation (the ωB97M-V functional and the def2-TZVPD basis) on a cluster of 11 separate species, C44H75F21O22 in total at a distorted geometry.

Structure (SMILES): CCOC(=O)C(F)(F)F.CCOC(=O)C(F)(F)F.CCOC(=O)C(F)(F)F.CCOC(=O)C(F)(F)F.CCOC(=O)C(F)(F)F.CCOC(=O)C(F)(F)F.CCOC(=O)C(F)(F)F.COCCOC.COCCOC.COCCOC.COCCOC
Relative energy (zero: lowest compared OMol25 entry of this formula, charge and spin) (eV): 6.4453
DFT total energy (eV): -148945.5207
Gap between HOMO and LUMO (eV): 9.77
HOMO energy (eV): -9.54

CARTESIAN COORDINATES (ANGSTROEM)
H: 14.2081 -8.4588 1.1614
F: -1.0337 -4.9479 7.2060
F: 1.3244 -6.6682 14.8405
C: -1.7481 -4.6978 6.1300
H: 19.7647 0.5997 -2.0113
C: 7.4626 -1.4144 4.6691
H: 5.8853 14.3588 -2.2760
H: 10.2257 -5.3436 -11.9433
F: 10.8781 -1.4793 -9.5574
F: 7.1948 1.6969 0.9269
H: 8.3415 -0.8163 4.9096
O: 18.3402 0.2985 -0.6426
C: 1.5190 2.4850 10.8925
H: 8.2593 12.3780 -2.0523
H: 2.3397 5.2082 11.0805
O: 7.6689 1.1160 3.6175
C: 6.6291 0.5808 1.4730
H: 14.7529 -0.9649 0.1722
H: 6.3375 -10.4174 6.8021
F: 7.9355 8.9918 6.1899
H: 3.1157 10.3766 5.9352
H: 6.3375 9.8907 -3.9316
F: 5.3053 0.8426 1.5776
C: 19.5763 0.9830 -1.0084
C: 6.2525 -4.5673 13.2303
C: 3.3128 8.1421 5.5756
O: -4.0662 -4.8312 7.0405
O: 6.6521 11.8270 -3.2521
F: 18.6003 -6.0565 4.2696
H: 7.9178 10.2609 -3.3564
H: 7.8177 -2.4327 4.8271
F: 6.6739 -0.5051 0.6759
C: 7.1833 12.5197 -2.1532
H: -3.5469 6.2635 -0.3808
C: 10.2518 -4.1897 -13.7859
H: 3.7945 2.6208 10.9990
O: -3.8422 8.2078 -0.5488
O: 15.9732 -0.8935 -1.4898
O: 4.0804 -5.3649 13.3621
C: 14.7283 -0.9695 -0.9175
H: 8.2147 16.8135 -1.2075
C: 6.9219 14.0411 -2.3885
C: 0.3309 3.2458 8.9750
F: 10.7186 -3.1152 -8.2383
C: 1.7383 -5.8624 13.8801
H: 18.4632 -1.1431 -2.2409
H: 14.1205 -0.1175 -1.2218
C: 10.0430 -2.4414 -9.1353
C: -3.0044 7.1784 -0.1431
H: 2.5099 7.7631 6.2080
H: 17.0720 -2.6897 -1.2916
F: -5.6518 10.1159 -0.5234
H: 1.9547 9.7567 4.7775
C: 2.9689 9.6290 5.1557
C: 5.7401 8.0943 5.6381
C: 6.2960 -1.0098 5.6097
O: -4.3990 7.4822 -2.7351
C: 7.2378 0.2296 2.8801
F: -5.4301 10.1071 -2.7595
C: 18.4158 -1.0405 -1.1568
F: -2.0442 -3.4767 6.0939
O: 3.2004 -7.3957 12.6373
C: 16.5195 -7.1492 4.2476
H: 7.1344 14.3175 -3.4213
H: 7.8162 16.4931 -2.7243
C: -5.6004 9.4013 -1.6630
H: 7.8845 -10.9280 6.1167
H: 0.5715 2.9809 7.9454
H: 3.7515 9.7613 4.4086
H: 10.0606 -5.0503 -14.4269
H: 19.6046 2.0639 -1.1463
H: -3.0052 7.3636 0.9311
H: 20.3899 0.6866 -0.3464
H: 2.9376 1.7997 12.2836
F: -1.1651 -5.1212 4.9984
F: 6.6685 8.2532 7.8549
C: 7.7160 -8.5011 0.4521
C: 3.0979 5.0394 11.8453
O: 7.1119 -1.0851 3.3240
H: 6.7568 -8.2915 -0.0215
H: 6.6385 10.0364 -2.1293
H: 6.8786 -4.6505 12.3419
H: -5.7134 -5.9511 6.5835
F: 16.9213 -4.9058 4.8993
C: -1.6479 7.2411 -0.9070
H: 14.4101 -8.3286 3.6458
C: 14.4186 -7.3959 3.0819
C: 7.5154 16.1613 -1.7306
H: -1.0643 6.5592 -0.2886
H: 6.4849 16.3460 -1.4271
C: 9.7515 -4.4252 -12.2894
H: 19.3025 -1.6438 -0.9622
C: -3.0881 -5.5264 6.2591
H: 8.3047 -8.8752 -0.3855
H: -6.7204 -3.9998 7.3452
H: 7.2130 -8.2025 2.8289
C: 14.8172 -7.6324 1.5278
H: 5.8145 -3.5716 13.1604
O: 6.5757 -10.0191 4.8352
C: 3.0486 -6.2895 13.2051
C: 17.0761 -1.7178 -0.7982
H: 6.1857 0.0680 5.7289
O: 1.5857 3.1622 9.6660
H: 14.0656 -1.7792 -1.2229
H: 4.0553 4.9395 11.3340
C: 6.8176 -10.8317 5.9156
O: 3.0575 3.8331 12.4817
H: 7.5338 -11.1679 3.3687
C: 6.8621 10.4090 -3.1290
H: 6.8238 12.1358 -1.1985
C: 7.0200 8.0363 6.5495
H: 11.3368 -4.0891 -13.7601
H: 8.3202 -7.6524 0.7723
C: -5.2654 -5.4773 7.4569
H: 5.5152 -6.7496 13.4409
H: 3.2700 7.5617 4.6539
H: 9.6912 -3.3693 -14.2340
O: 4.6260 7.9899 6.2720
O: 16.8698 -8.3296 3.9924
F: -6.7983 8.8934 -1.8661
H: 5.8719 -9.1292 2.4778
H: -5.4526 -3.7435 8.6865
H: 8.4146 -9.9660 4.1236
O: 8.7025 -4.3554 -9.8613
F: 0.7641 -5.8431 12.9110
H: 8.6845 -4.6219 -12.3944
C: 2.8926 2.6556 11.6102
F: 1.8484 -4.6424 14.3478
H: -0.2810 4.1477 8.9912
H: 6.4348 -1.4221 6.6091
H: -6.9157 -4.8686 8.6648
H: -0.2440 2.4159 9.3859
C: 9.5184 -3.4660 -10.1591
H: -1.1359 8.2014 -0.8453
H: -1.6454 6.8883 -1.9383
H: 13.4433 -6.9150 3.0058
O: -3.2336 -6.6220 5.7627
C: -4.5173 8.2072 -1.7220
H: 1.3142 1.4247 10.7443
O: 7.6796 -9.5950 1.3809
H: 14.6744 -6.7143 0.9579
H: 17.0176 -1.9748 0.2594
F: 17.7603 -6.4560 6.0741
C: 7.4114 -10.1500 3.7390
H: 5.3708 -5.9555 11.9206
C: 17.4311 -6.1124 4.8497
C: 5.3495 -5.7692 12.9944
O: 5.7777 8.0877 4.4510
H: 5.3381 -1.3565 5.2219
H: 15.8876 -7.8337 1.5719
O: 10.0378 -3.3519 -11.3882
H: 3.1546 5.9244 12.4790
C: -6.0820 -4.4281 8.1179
F: 7.5430 6.7723 6.4482
F: 8.9878 -1.8573 -8.5046
C: 6.9526 -9.2307 2.5775
H: -4.9181 -6.3026 8.0785
H: 6.4024 -11.8087 5.6681
H: 6.7586 -4.5740 14.1957
O: 15.3104 -6.5813 3.8139
H: 0.8475 3.0378 11.5495
O: 7.8322 14.7369 -1.5509